C6H16S | ωB97M-V/def2-TZVPD

The HOMO-LUMO gap is 0.3622 Ha. Its total energy is -636.3458 a.u. The energy above the lowest of the compared OMol25 structures with the same formula, charge and spin comes out at 94.4 kJ/mol. Its spin multiplicity is 1. The SMILES is CC(C)C.CCS.

Geometry (Å):
C1 -1.794 -0.163 2.321
C2 -0.848 0.608 1.335
C3 -1.076 -0.049 -0.018
C4 -1.384 2.061 1.306
H1 -1.319 -1.132 2.513
H2 -2.823 -0.224 1.948
H3 -1.897 0.368 3.262
H4 0.181 0.601 1.655
H5 -2.134 -0.205 -0.181
H6 -0.672 0.466 -0.876
H7 -0.499 -0.983 -0.092
H8 -2.024 2.266 2.163
H9 -0.542 2.754 1.358
H10 -1.892 2.271 0.361
C5 1.710 -1.546 -2.458
C6 1.869 -0.258 -1.692
S1 3.322 -0.400 -0.566
H11 2.340 -1.381 -3.346
H12 0.691 -1.660 -2.844
H13 1.926 -2.507 -1.980
H14 2.114 0.657 -2.226
H15 0.985 0.093 -1.143
H16 3.764 -1.638 -0.801

***

C6H16Si | ωB97M-V/def2-TZVPD

The HOMO-LUMO gap (spin up / spin down) is 0.2850 / 0.3563 Ha. The expectation value of S² is 2.007. Its total energy is -527.5024 a.u. The energy above the lowest of the compared OMol25 structures with the same formula, charge and spin comes out at 0.0 kJ/mol. Its spin multiplicity is 3.

Geometry (Å):
C1 -2.425 1.119 -0.975
C2 -2.079 -1.367 -0.242
C3 -1.457 0.397 1.462
C4 3.688 -0.701 0.304
C5 1.199 -0.094 -0.802
C6 -1.739 0.063 0.019
Si1 2.513 0.843 0.078
H1 -1.875 0.994 -1.985
H2 -2.298 2.176 -0.649
H3 -3.390 0.855 -1.196
H4 -3.066 -1.453 0.060
H5 -2.152 -1.590 -1.206
H6 -1.600 -2.068 0.404
H7 -1.586 1.423 1.594
H8 -2.150 -0.058 2.148
H9 -0.454 0.059 1.660
H10 3.676 -1.187 -0.684
H11 4.724 -0.356 0.569
H12 3.214 -1.356 1.024
H13 1.367 -1.114 -0.935
H14 0.564 0.285 -1.669
H15 3.231 1.944 -0.415
H16 2.094 1.186 1.434

***

C6H17AlO3P | ωB97M-V/def2-TZVPD

The HOMO-LUMO gap is 0.2933 Ha. Its total energy is -1048.4073 a.u. Its spin multiplicity is 1. Its total charge is -1.

Geometry (Å):
C1 0.558 -1.562 1.839
C2 1.547 -1.964 0.767
O1 1.033 -2.088 -0.575
P1 -0.059 -1.070 -1.142
O2 -0.130 -1.215 -2.594
C3 0.277 0.652 -0.666
C4 1.748 1.033 -0.496
Al1 1.918 3.086 -0.502
O3 -1.466 -1.568 -0.486
C5 -2.565 -0.698 -0.775
C6 -2.987 0.147 0.410
H1 0.402 -0.492 1.872
H2 -0.368 -2.104 1.701
H3 0.969 -1.876 2.791
H4 2.406 -1.307 0.753
H5 1.920 -2.950 1.021
H6 -0.301 0.934 0.204
H7 -0.145 1.214 -1.492
H8 2.056 0.745 0.503
H9 2.375 0.547 -1.235
H10 3.274 3.530 -1.264
H11 0.570 3.745 -1.109
H12 2.047 3.556 1.059
H13 -3.396 -1.339 -1.050
H14 -2.367 -0.085 -1.645
H15 -3.721 -0.356 1.028
H16 -3.439 1.061 0.041
H17 -2.156 0.423 1.043

***

Copy entry 2 word for word.
C6H16Si | ωB97M-V/def2-TZVPD

The HOMO-LUMO gap (spin up / spin down) is 0.2850 / 0.3563 Ha. The expectation value of S² is 2.007. Its total energy is -527.5024 a.u. The energy above the lowest of the compared OMol25 structures with the same formula, charge and spin comes out at 0.0 kJ/mol. Its spin multiplicity is 3.

Geometry (Å):
C1 -2.425 1.119 -0.975
C2 -2.079 -1.367 -0.242
C3 -1.457 0.397 1.462
C4 3.688 -0.701 0.304
C5 1.199 -0.094 -0.802
C6 -1.739 0.063 0.019
Si1 2.513 0.843 0.078
H1 -1.875 0.994 -1.985
H2 -2.298 2.176 -0.649
H3 -3.390 0.855 -1.196
H4 -3.066 -1.453 0.060
H5 -2.152 -1.590 -1.206
H6 -1.600 -2.068 0.404
H7 -1.586 1.423 1.594
H8 -2.150 -0.058 2.148
H9 -0.454 0.059 1.660
H10 3.676 -1.187 -0.684
H11 4.724 -0.356 0.569
H12 3.214 -1.356 1.024
H13 1.367 -1.114 -0.935
H14 0.564 0.285 -1.669
H15 3.231 1.944 -0.415
H16 2.094 1.186 1.434

***

- Look up the total energy of the third one.
  -1048.4073 a.u.